{
  "formula": "C39H81Cl2F4IN9O4",
  "method": "wB97M-V/def2-TZVPD",
  "species": ["C", "C", "Cl", "C", "Cl", "C", "C", "N", "N", "C", "C", "C", "C", "C", "N", "C", "C", "C", "C", "C", "C", "C", "N", "C", "F", "F", "F", "N", "C", "C", "C", "I", "C", "C", "F", "H", "H", "H", "H", "H", "H", "H", "H", "H", "H", "H", "H", "H", "H", "H", "H", "H", "H", "H", "H", "H", "H", "H", "H", "H", "H", "H", "H", "H", "H", "H", "H", "H", "H", "H", "H", "H", "C", "C", "C", "O", "C", "N", "H", "H", "H", "H", "H", "H", "H", "H", "H", "H", "H", "C", "C", "C", "O", "C", "N", "H", "H", "H", "H", "H", "H", "H", "H", "H", "H", "H", "C", "C", "C", "O", "C", "N", "H", "H", "H", "H", "H", "H", "H", "H", "H", "H", "H", "C", "C", "C", "O", "C", "N", "H", "H", "H", "H", "H", "H", "H", "H", "H", "H", "H"],
  "coordinates": [[0.4221, 3.9868, 2.8671], [1.5880, 3.6392, 1.9765], [2.9274, 4.6870, 2.2268], [1.7078, 2.5943, 1.1368], [3.2411, 2.2840, 0.3861], [0.6959, 1.4832, 0.9019], [-0.0360, 0.9996, 2.1471], [-0.4731, -0.3464, 1.8649], [-0.8927, -1.0834, 2.9910], [-1.5243, -0.3824, 0.8445], [-2.9006, 0.0502, 1.4100], [-3.8270, -1.1366, 1.6948], [-5.0779, -0.7167, 2.4674], [-6.1822, -1.7691, 2.3676], [-6.9405, -1.6399, 1.1409], [-7.1946, -2.6516, 0.2589], [-7.9371, -2.1600, -0.7796], [-8.1531, -0.7795, -0.5151], [-7.5275, -0.4960, 0.6687], [-0.9891, 0.2514, -0.5101], [-0.0486, -0.7754, -1.1958], [0.9387, -1.6586, -0.4087], [0.3077, -2.9481, -0.0844], [-2.2227, 0.3236, -1.4916], [-2.9399, -0.8133, -1.3612], [-1.8265, 0.4111, -2.7899], [-3.0405, 1.3711, -1.2769], [-0.2371, 1.6513, -0.3634], [0.7562, 1.9884, -1.4845], [0.3637, 2.0132, -2.9632], [1.2476, 3.0317, -3.6864], [0.4720, 3.4743, -5.6174], [-1.0552, 2.9271, -0.1676], [-1.6320, 3.6627, -1.3555], [-2.0245, 2.6262, 0.7525], [-0.5443, 3.6901, 2.4761], [0.4165, 5.0600, 3.0562], [0.5554, 3.4998, 3.8386], [1.2910, 0.6209, 0.6187], [0.7239, 0.9749, 2.9351], [-0.8452, 1.6428, 2.4942], [-0.0780, -1.4794, 3.4412], [-1.3948, -0.5137, 3.6688], [-1.6183, -1.4400, 0.5811], [-2.7504, 0.6056, 2.3446], [-3.4379, 0.7372, 0.7698], [-4.1405, -1.5753, 0.7422], [-3.2859, -1.9047, 2.2518], [-5.4404, 0.2320, 2.0613], [-4.8398, -0.5412, 3.5206], [-5.7334, -2.7658, 2.3443], [-6.8470, -1.7250, 3.2331], [-6.8282, -3.6525, 0.4371], [-8.2988, -2.7340, -1.6186], [-8.7177, -0.0780, -1.1109], [-7.4720, 0.4335, 1.2142], [0.4687, -0.3213, -2.0346], [-0.7262, -1.4961, -1.6638], [1.2994, -1.2246, 0.5148], [1.8165, -1.7973, -1.0503], [0.4742, -3.2018, 0.8807], [0.7028, -3.6938, -0.6423], [1.1085, 2.9868, -1.2136], [1.5985, 1.3152, -1.3393], [0.5293, 1.0394, -3.4265], [-0.6723, 2.2578, -3.1447], [2.2615, 2.6666, -3.8324], [1.2823, 3.9919, -3.1723], [-0.3425, 3.5953, 0.3144], [-2.1308, 3.0588, -2.0980], [-0.8574, 4.2605, -1.8381], [-2.3648, 4.3514, -0.9279], [-12.5585, 0.8887, 1.2787], [-12.5607, -0.5920, 0.9122], [-12.4325, -1.5322, 2.1164], [-11.1315, -1.6157, 2.6669], [-10.7796, -0.5894, 3.5685], [-11.5330, -0.8311, -0.1017], [-11.5510, 1.2371, 1.5090], [-12.9215, 1.4798, 0.4389], [-13.1971, 1.0887, 2.1411], [-13.5299, -0.8178, 0.4563], [-12.6684, -2.5469, 1.7875], [-13.1539, -1.2597, 2.8988], [-11.6415, -0.2702, 4.1636], [-10.3610, 0.2838, 3.0597], [-10.0225, -0.9936, 4.2407], [-11.6072, -1.7825, -0.4489], [-10.6251, -0.7981, 0.3563], [6.6423, -4.3102, -2.9644], [5.2245, -4.3268, -2.4064], [4.2607, -3.4009, -3.1572], [4.4160, -2.0222, -2.8665], [5.4663, -1.3696, -3.5610], [5.2629, -4.0585, -0.9667], [7.1836, -3.4135, -2.6645], [7.2009, -5.1663, -2.5885], [6.6432, -4.3514, -4.0542], [4.8302, -5.3399, -2.5329], [3.2383, -3.6452, -2.8520], [4.3304, -3.5655, -4.2399], [5.5958, -1.7717, -4.5690], [6.4149, -1.4492, -3.0269], [5.2035, -0.3134, -3.6328], [4.3438, -4.2022, -0.5601], [5.4717, -3.0739, -0.8296], [3.4625, 2.4308, 5.0402], [3.6135, 2.7504, 6.5228], [4.9852, 2.3979, 7.1075], [5.1943, 1.0179, 7.3162], [5.6474, 0.2866, 6.1957], [2.5033, 2.1239, 7.2436], [3.3052, 1.3625, 4.8804], [2.5914, 2.9550, 4.6479], [4.3353, 2.7396, 4.4624], [3.5041, 3.8333, 6.6398], [5.0603, 2.8570, 8.0956], [5.7910, 2.8126, 6.4868], [6.3260, 0.8864, 5.5805], [4.8228, -0.0677, 5.5701], [6.1896, -0.5795, 6.5713], [2.4926, 2.4419, 8.2075], [2.6884, 1.1260, 7.2996], [7.9770, -0.3192, -6.6997], [8.8735, -0.4448, -5.4722], [10.2610, 0.1854, -5.6434], [11.1514, -0.5656, -6.4382], [11.0448, -0.3725, -7.8356], [8.9488, -1.8555, -5.0769], [8.2620, -1.0314, -7.4740], [6.9417, -0.5309, -6.4317], [8.0213, 0.6850, -7.1246], [8.3910, 0.1008, -4.6534], [10.7316, 0.2448, -4.6586], [10.1767, 1.2094, -6.0324], [10.7954, 0.6668, -8.0717], [10.2964, -1.0275, -8.2888], [12.0155, -0.6072, -8.2688], [9.4504, -1.9295, -4.1966], [9.5469, -2.3268, -5.7505]],
  "forces_ev_per_angstrom": [[0.15, 0.03, 0.01], [-0.15, -0.26, 0.09], [0.05, 0.08, -0.06], [-0.35, 0.20, 0.15], [0.24, 0.01, 0.00], [0.12, 0.01, 0.02], [0.05, 0.06, 0.05], [-0.04, -0.05, -0.20], [0.12, -0.10, 0.12], [-0.13, 0.15, 0.01], [-0.13, -0.02, 0.17], [0.01, 0.08, -0.06], [0.16, -0.04, -0.05], [0.08, 0.00, 0.07], [0.01, 0.04, -0.17], [0.10, -0.28, -0.04], [-0.13, 0.08, -0.05], [-0.05, -0.06, -0.16], [-0.03, 0.18, 0.15], [-0.29, -0.36, -0.09], [0.08, -0.12, -0.15], [0.05, -0.39, -0.11], [0.20, 0.05, 0.14], [0.13, -0.01, -0.14], [0.42, 0.87, -0.20], [-0.47, -0.22, 0.79], [0.04, -0.79, -0.10], [0.02, 0.05, 0.00], [0.20, -0.05, -0.08], [0.12, -0.01, -0.26], [-0.04, 0.03, 0.09], [0.01, -0.06, -0.06], [-0.05, -0.06, 0.28], [0.06, 0.17, -0.05], [0.03, 0.11, -0.06], [-0.07, -0.03, -0.11], [-0.05, -0.06, -0.10], [0.02, 0.01, -0.06], [0.03, 0.07, -0.10], [-0.08, -0.09, -0.04], [-0.05, 0.12, -0.03], [0.01, 0.02, 0.04], [-0.02, 0.03, -0.02], [0.07, 0.09, -0.09], [0.05, 0.00, -0.09], [0.00, 0.07, -0.09], [0.05, -0.03, 0.01], [-0.03, -0.02, -0.05], [-0.06, -0.04, 0.12], [0.05, -0.01, -0.04], [-0.06, 0.05, 0.15], [-0.04, 0.05, -0.05], [-0.01, 0.11, 0.05], [0.04, 0.07, 0.02], [0.04, -0.07, 0.02], [-0.01, -0.07, 0.00], [-0.04, 0.11, 0.07], [0.08, 0.05, 0.09], [-0.03, 0.16, -0.01], [-0.08, -0.02, 0.01], [-0.07, 0.03, 0.02], [-0.09, 0.00, -0.07], [-0.03, -0.12, 0.06], [-0.09, 0.09, -0.06], [-0.09, 0.07, 0.05], [0.04, 0.07, 0.08], [-0.01, 0.05, 0.05], [0.03, -0.07, 0.02], [0.00, -0.01, 0.05], [-0.05, 0.06, 0.06], [-0.04, -0.02, 0.05], [0.08, -0.02, -0.04], [-0.03, 0.01, 0.00], [0.05, 0.06, -0.03], [-0.06, -0.04, -0.01], [0.06, 0.03, 0.00], [0.01, -0.05, 0.01], [0.02, -0.10, 0.09], [0.01, -0.01, 0.02], [0.03, 0.00, -0.02], [0.00, 0.00, 0.00], [-0.03, -0.02, 0.03], [0.02, -0.01, 0.00], [0.00, 0.03, -0.02], [0.00, 0.02, 0.01], [-0.03, 0.01, 0.00], [0.00, 0.00, 0.00], [-0.04, 0.03, -0.05], [0.01, 0.03, -0.05], [0.05, -0.07, 0.00], [0.07, 0.03, 0.03], [-0.07, -0.04, 0.01], [-0.06, 0.08, 0.00], [-0.02, 0.08, 0.07], [-0.10, 0.06, -0.06], [-0.01, 0.02, -0.01], [-0.01, 0.01, 0.04], [0.01, 0.02, 0.00], [-0.03, 0.00, -0.04], [0.00, 0.03, 0.01], [0.03, -0.01, 0.00], [0.03, -0.04, 0.01], [0.04, -0.04, -0.07], [-0.03, -0.01, -0.01], [0.03, -0.06, 0.01], [0.05, -0.02, 0.02], [0.03, -0.03, -0.06], [-0.09, -0.02, -0.01], [0.02, 0.05, 0.03], [-0.07, -0.08, -0.04], [0.06, 0.00, 0.04], [0.05, -0.02, 0.04], [0.03, -0.02, 0.02], [-0.02, -0.02, 0.00], [0.00, 0.00, 0.01], [0.04, 0.02, 0.00], [0.01, -0.02, 0.01], [-0.04, 0.02, -0.03], [0.00, -0.01, -0.01], [0.01, 0.03, -0.02], [0.00, 0.00, 0.00], [-0.04, 0.05, -0.02], [-0.01, 0.00, 0.00], [-0.02, 0.02, 0.01], [-0.03, -0.09, -0.07], [0.00, 0.09, 0.07], [-0.02, -0.07, -0.05], [0.05, 0.02, 0.01], [0.04, 0.12, 0.06], [0.03, 0.01, -0.01], [0.01, -0.03, 0.00], [0.00, 0.00, 0.00], [0.03, 0.03, 0.02], [0.02, -0.01, -0.01], [-0.04, -0.01, -0.01], [0.00, 0.01, -0.01], [-0.02, 0.02, 0.01], [0.00, 0.00, 0.00], [-0.04, -0.02, 0.02], [-0.06, -0.07, -0.01]],
  "mulliken_charge": [-1.479, 0.868, -0.110, 0.024, -0.134, -0.083, -1.474, 0.899, -0.844, -1.410, -1.958, -0.511, -0.966, -0.858, 0.567, -0.486, -0.728, -0.779, -0.501, 2.135, -1.411, -0.846, -0.505, -0.185, -0.258, -0.277, -0.226, 1.580, -2.029, -1.142, -1.366, 0.062, 0.368, -1.675, -0.286, 0.282, 0.565, 0.261, 0.214, 0.673, 0.392, 0.245, 0.219, 1.168, 0.408, 0.996, 0.279, 0.382, 0.492, 0.364, 0.377, 0.302, 0.445, 0.519, 0.560, 0.453, -0.066, 0.867, 0.170, 0.467, 0.224, 0.256, 0.938, 0.865, 0.580, 0.555, 0.531, 0.489, 0.359, 0.374, 0.379, 0.492, -1.403, 0.326, -0.705, -0.351, -0.612, -0.636, 0.244, 0.348, 0.360, 0.439, 0.329, 0.406, 0.341, 0.166, 0.251, 0.277, 0.190, -1.447, 0.245, -0.629, -0.348, -0.873, -0.691, 0.249, 0.416, 0.355, 0.403, 0.301, 0.446, 0.353, 0.259, 0.351, 0.239, 0.325, -0.736, 0.468, -0.818, -0.393, -0.627, -0.721, 0.089, -0.229, 0.431, 0.378, 0.373, 0.419, 0.301, 0.212, 0.264, 0.283, 0.288, -1.381, 0.473, -0.865, -0.374, -0.637, -0.540, 0.288, 0.260, 0.364, 0.313, 0.360, 0.446, 0.299, 0.225, 0.259, 0.279, 0.266],
  "lumo_ev": -2.33,
  "e_tot_ev": -107362.8948,
  "charge": 1,
  "homo_ev": -9.79,
  "largest_force_ev_per_a": 0.99,
  "gap_ev": 7.463
}